[1]
This record from OMol25 describes a 10-piece molecular cluster, C32H47N2O29S5 overall in a non-equilibrium geometry. The level of theory is wB97M-V/def2-TZVPD.

```
115
Properties=species:S:1:pos:R:3:lowdin_charge:R:1
C 0.072 0.279 -0.155 -0.17
C -0.671 -0.554 0.887 -0.60
O -1.832 -0.015 1.457 -0.47
H 0.395 1.207 0.317 0.04
H -0.529 0.619 -0.998 0.04
H 0.909 -0.297 -0.550 0.04
H -0.015 -0.832 1.712 0.06
H -0.978 -1.444 0.339 0.05
C 5.531 -5.669 -3.081 -0.17
C 6.196 -5.129 -4.395 -0.12
O 6.969 -4.023 -3.869 -0.24
S 7.282 -3.979 -2.262 0.77
O 6.673 -2.748 -1.738 -0.25
O 8.723 -4.332 -1.987 -0.28
O 6.344 -5.320 -1.970 -0.22
H 5.298 -6.734 -3.076 0.13
H 4.685 -5.010 -2.884 0.13
H 5.545 -4.808 -5.208 0.13
H 6.876 -5.907 -4.741 0.12
C 0.366 1.995 8.224 -0.23
C -0.834 2.835 7.865 -0.22
O -0.982 3.750 8.854 -0.18
S 0.233 3.772 9.926 0.74
O -0.337 3.992 11.244 -0.23
O 1.373 4.577 9.501 -0.24
O 0.497 2.175 9.578 -0.18
H 1.290 2.229 7.694 0.13
H 0.130 0.961 7.974 0.14
H -1.666 2.156 7.679 0.14
H -0.683 3.427 6.962 0.14
C 5.451 -4.095 6.182 -0.16
C 4.548 -5.003 5.386 -0.22
O 4.967 -6.269 5.750 -0.21
S 6.606 -6.417 6.059 0.76
O 7.406 -6.583 4.833 -0.26
O 6.803 -7.365 7.149 -0.24
O 6.648 -4.836 6.546 -0.20
H 4.922 -3.805 7.090 0.12
H 5.581 -3.137 5.678 0.13
H 4.574 -4.880 4.304 0.13
H 3.504 -4.858 5.667 0.14
C -9.680 1.480 5.058 -0.18
C -9.288 2.538 6.121 -0.18
O -9.684 3.786 5.560 -0.21
S -11.089 3.550 4.669 0.77
O -11.126 4.496 3.534 -0.25
O -12.214 3.341 5.589 -0.25
O -10.516 2.106 4.125 -0.21
H -10.269 0.700 5.542 0.13
H -8.816 1.051 4.550 0.13
H -8.308 2.521 6.598 0.14
H -9.986 2.412 6.949 0.11
C -5.858 4.597 -0.975 -0.19
C -4.818 5.647 -0.654 -0.18
O -4.991 6.638 -1.631 -0.21
S -5.999 6.234 -2.873 0.76
O -5.201 5.529 -3.922 -0.27
O -6.909 7.323 -3.164 -0.24
O -6.790 5.160 -1.879 -0.21
H -6.286 4.103 -0.102 0.14
H -5.443 3.808 -1.601 0.13
H -3.880 5.117 -0.818 0.13
H -4.858 6.053 0.357 0.13
C 4.512 4.084 -7.674 -0.11
C 4.537 2.756 -7.384 -0.08
C 4.693 1.777 -8.353 0.00
C 4.794 2.207 -9.681 -0.10
C 4.744 3.586 -9.991 0.01
C 4.599 4.555 -8.959 -0.07
N 4.720 1.169 -10.803 -0.37
O 4.811 0.029 -10.527 0.10
O 4.731 1.614 -11.937 0.06
H 4.459 4.788 -6.856 0.11
H 4.474 2.520 -6.332 0.11
H 4.840 0.738 -8.097 0.12
H 4.704 4.112 -10.933 0.11
H 4.763 5.614 -9.094 0.11
C 1.299 9.271 2.944 -0.11
C 2.210 8.893 3.865 -0.08
C 2.982 7.770 3.601 -0.01
C 2.984 7.131 2.384 -0.14
C 2.040 7.584 1.449 0.00
C 1.190 8.649 1.724 -0.06
N 3.780 5.934 2.056 -0.33
O 4.281 5.406 3.051 0.07
O 4.091 5.714 0.888 0.08
H 0.636 10.101 3.140 0.11
H 2.231 9.437 4.797 0.11
H 3.690 7.514 4.376 0.12
H 2.011 6.971 0.560 0.12
H 0.464 8.990 1.001 0.11
O 0.221 -10.954 -0.141 0.04
C -0.838 -10.586 0.460 -0.47
O -0.959 -9.329 0.844 0.03
C -2.302 -8.930 1.156 -0.15
C -3.038 -10.221 1.430 -0.13
C -2.145 -11.261 0.637 -0.07
H -2.789 -8.284 0.426 0.13
H -2.153 -8.409 2.102 0.13
H -4.052 -10.256 1.030 0.11
H -3.043 -10.401 2.505 0.11
H -2.438 -11.478 -0.390 0.13
H -2.000 -12.196 1.178 0.12
O -0.598 -4.414 -8.588 0.13
C -1.417 -3.712 -8.071 -0.49
O -1.033 -2.546 -7.548 0.05
C -2.036 -1.874 -6.860 -0.21
C -3.279 -2.483 -7.327 -0.19
C -2.881 -3.879 -7.789 -0.06
H -2.165 -0.804 -7.021 0.14
H -1.904 -2.050 -5.792 0.14
H -3.723 -1.906 -8.138 0.12
H -3.965 -2.393 -6.486 0.12
H -3.359 -4.053 -8.753 0.13
H -3.233 -4.608 -7.059 0.13
```

LUMO level: 0.0283 hartree
net charge: -1
calculated total energy: -150463.799 eV


[2]
This record from OMol25 describes C32H47N6OPbS2Si2 as an isolated structure. The level of theory is wB97M-V/def2-TZVPD.

```
91
Properties=species:S:1:pos:R:3:lowdin_charge:R:1
Pb 0.232 -0.458 -0.447 1.23
C -0.651 -4.293 2.359 -0.02
C -0.739 -3.211 1.318 -0.26
N -0.119 -2.085 1.458 -0.07
N 0.547 -1.977 2.687 -0.08
C 1.395 -1.023 2.820 -1.10
S 1.917 0.216 1.710 0.46
S 2.242 -1.088 4.407 0.87
C 1.512 0.339 5.278 -0.44
C 2.030 1.705 4.925 -0.31
C 3.341 2.063 5.221 -0.04
C 3.821 3.322 4.901 -0.07
C 2.994 4.250 4.280 -0.08
C 1.683 3.909 3.989 -0.09
C 1.213 2.644 4.311 -0.09
C -1.587 -3.450 0.131 -0.13
C -2.789 -4.143 0.347 -0.06
C -3.658 -4.453 -0.675 -0.10
C -3.297 -4.106 -1.979 -0.09
C -2.117 -3.446 -2.226 -0.03
C -1.231 -3.074 -1.190 -0.40
O -0.136 -2.424 -1.504 -0.31
H 0.385 -4.428 2.660 0.08
H -1.052 -5.226 1.975 0.08
H -1.192 -4.007 3.263 0.09
H 1.736 0.113 6.321 0.08
H 0.427 0.286 5.163 0.07
H 3.995 1.340 5.695 0.12
H 4.844 3.583 5.137 0.11
H 3.371 5.233 4.029 0.10
H 1.033 4.628 3.505 0.10
H 0.189 2.373 4.084 0.07
H -3.044 -4.435 1.359 0.11
H -4.582 -4.976 -0.474 0.10
H -3.948 -4.365 -2.806 0.10
H -1.820 -3.187 -3.235 0.11
C 2.950 -2.614 -0.443 -0.18
Si 3.437 -1.573 -1.895 0.43
C 4.944 -0.574 -1.463 -0.16
C 3.626 -2.695 -3.366 -0.15
N 2.063 -0.438 -2.258 -0.04
C 1.948 0.281 -3.301 -0.25
C 3.053 0.464 -4.269 -0.03
C 2.918 1.169 -5.392 -0.04
C 1.661 1.829 -5.730 -0.05
C 0.600 1.743 -4.928 -0.03
C 0.615 0.979 -3.661 -0.26
N -0.394 0.866 -2.904 -0.02
Si -2.087 1.287 -3.204 0.43
C -2.690 0.734 -4.873 -0.16
C -2.266 3.140 -2.978 -0.17
C -3.115 0.370 -1.923 -0.17
H 3.673 -3.431 -0.362 0.05
H 1.965 -3.060 -0.593 0.02
H 2.961 -2.064 0.498 -0.01
H 5.725 -1.243 -1.095 0.04
H 4.700 0.119 -0.655 0.04
H 5.362 0.001 -2.289 0.03
H 4.369 -3.462 -3.137 0.04
H 3.927 -2.202 -4.289 0.03
H 2.672 -3.198 -3.542 0.05
H 4.005 0.018 -4.023 0.08
H 3.759 1.280 -6.065 0.12
H 1.609 2.412 -6.640 0.11
H -0.313 2.272 -5.171 0.09
H -2.198 1.201 -5.724 0.03
H -3.757 0.962 -4.936 0.04
H -2.578 -0.348 -4.971 0.04
H -2.313 3.649 -3.943 0.03
H -1.419 3.561 -2.431 0.03
H -3.182 3.392 -2.440 0.02
H -3.750 -0.369 -2.416 0.04
H -3.777 1.052 -1.381 0.02
H -2.516 -0.181 -1.195 -0.03
N -3.567 2.350 2.828 0.06
C -2.328 3.069 2.347 -0.09
C -1.649 2.195 1.299 -0.20
N -1.386 0.854 1.764 -0.11
C -2.544 0.181 2.303 -0.19
C -3.240 0.985 3.392 -0.08
H -4.199 2.224 2.033 0.18
H -4.063 2.914 3.517 0.18
H -1.699 3.213 3.225 0.12
H -2.639 4.039 1.959 0.14
H -0.711 2.667 1.000 0.13
H -2.287 2.144 0.407 0.11
H -0.562 0.797 2.354 0.04
H -2.247 -0.789 2.704 0.13
H -3.253 -0.015 1.488 0.13
H -2.587 1.157 4.248 0.14
H -4.173 0.535 3.728 0.14
```

LUMO level: -0.1276 hartree
net charge: +1
calculated total energy: -87604.601 eV
ΔE to the lowest compared entry with this formula, charge and spin: 0.173 eV